# C15H13N3OS

An isolated molecule of C15H13N3OS in a non-equilibrium geometry (ωB97M-V/def2-TZVPD, OMol25).

The LUMO energy comes out at 0.0186 Ha. Its SMILES is Cc1sc(N/N=C/c2ccco2)nc1-c1ccccc1. Its largest force on an atom is 0.028 Eh/bohr. As for the HOMO energy: -7.34 eV. The value obtained for the calculated total energy is -1217.042850 Eh. The calculation puts the orbital gap at 7.8 eV.

Each line ends with the Mulliken charge.
Atoms and positions in Å:
C: 3.422 -2.808 0.788  -1.5361
C: 2.453 -1.757 0.379  0.7597
S: 2.829 -0.714 -0.972  -0.3215
C: 1.230 0.022 -0.761  0.4567
N: 0.867 1.021 -1.604  -0.0868
N: -0.317 1.620 -1.520  -0.2797
C: -0.602 2.555 -2.341  -0.0327
C: -1.858 3.236 -2.305  0.3352
C: -2.320 4.258 -3.109  -0.6170
C: -3.616 4.563 -2.650  -0.3668
C: -3.851 3.713 -1.608  -0.4004
O: -2.801 2.914 -1.395  -0.2982
N: 0.542 -0.471 0.195  -0.5117
C: 1.207 -1.463 0.862  -0.3515
C: 0.516 -2.112 1.974  0.6259
C: 1.189 -2.591 3.095  -0.4490
C: 0.488 -3.204 4.119  -0.5946
C: -0.887 -3.340 4.043  -0.4152
C: -1.566 -2.842 2.942  -0.5145
C: -0.872 -2.230 1.916  -0.4401
H: 4.153 -2.415 1.496  0.3006
H: 2.897 -3.640 1.253  0.4275
H: 3.965 -3.174 -0.082  0.4412
H: 1.541 1.304 -2.319  0.2763
H: 0.097 2.888 -3.119  0.3050
H: -1.793 4.722 -3.918  0.4034
H: -4.281 5.308 -3.038  0.4191
H: -4.701 3.591 -0.966  0.4499
H: 2.256 -2.458 3.185  0.4459
H: 1.020 -3.571 4.985  0.3773
H: -1.429 -3.821 4.843  0.3767
H: -2.641 -2.932 2.884  0.3715
H: -1.390 -1.830 1.058  0.4438